This record from the Open Molecules 2025 dataset describes C20H39N2O2P3PtS as an isolated structure at a distorted geometry. The level of theory is ωB97M-V/def2-TZVPD.

The calculation puts the maximum force at 8.07 eV Å⁻¹. For the energy above the lowest of the compared OMol25 structures with the same formula, charge and spin, the calculation gives 20.45 kcal/mol. As for the charge: +4. The value obtained for the HOMO energy (alpha / beta) is -0.6761 / -0.6835 hartree. As for the spin multiplicity: 5. As for the molar mass: 659.6 g mol⁻¹. The calculated total energy comes out at -70351.0524 eV. The gap between HOMO and LUMO (alpha / beta) comes out at 6.5 / 2.9 eV.

Last column: Löwdin spin population.
Positions of all 68 atoms, in Å:
P 3.956 -0.316 0.080  0.13
C 4.139 -0.346 1.844  0.04
H 5.187 -0.189 2.116  0.01
H 3.822 -1.313 2.244  0.00
H 3.544 0.436 2.325  0.00
C 3.790 -1.930 -0.652  0.00
H 3.496 -1.839 -1.708  0.00
H 3.064 -2.537 -0.092  0.00
H 4.788 -2.400 -0.597  0.00
C 5.244 0.526 -0.853  0.01
H 6.158 -0.085 -0.851  0.00
H 5.500 1.506 -0.417  0.00
H 4.935 0.653 -1.908  0.00
P -0.950 2.887 -0.734  0.03
C -0.879 3.166 1.079  0.01
H -1.362 4.107 1.379  0.00
H 0.163 3.204 1.413  0.00
H -1.397 2.359 1.604  0.00
C -0.008 4.277 -1.444  0.00
H -0.073 4.248 -2.538  0.00
H 1.040 4.190 -1.145  0.00
H -0.390 5.245 -1.100  0.00
C -2.634 3.387 -1.228  0.00
H -2.821 4.448 -1.020  0.00
H -3.368 2.797 -0.671  0.00
H -2.776 3.212 -2.302  0.00
P -3.054 -2.520 0.153  0.12
C -3.356 -2.551 1.915  0.04
H -4.060 -3.364 2.129  0.01
H -3.787 -1.599 2.246  0.00
H -2.413 -2.736 2.441  0.00
C -4.509 -2.563 -0.896  0.00
H -4.956 -3.566 -0.824  0.00
H -4.212 -2.401 -1.947  0.00
H -5.262 -1.815 -0.599  0.00
C -2.030 -3.886 -0.339  0.00
H -2.710 -4.713 -0.608  0.00
H -1.387 -4.202 0.492  0.00
H -1.409 -3.636 -1.209  0.00
Pt -0.299 0.890 -2.252  0.61
C 2.473 0.763 -0.210  0.51
O 1.935 1.735 0.202  0.28
C -2.349 -0.875 -0.141  0.53
O -2.369 0.176 0.414  0.30
C -1.385 0.001 -4.017  0.04
C -0.862 -0.998 -3.193  0.06
C 0.522 -0.915 -2.840  0.08
C 1.322 -0.027 -3.592  0.02
C 0.749 1.160 -4.064  0.06
C -0.679 1.210 -4.228  0.07
H -2.425 -0.074 -4.298  0.00
H -1.448 -1.843 -2.819  0.01
H 0.931 -1.635 -2.142  0.02
H 2.409 -0.166 -3.591  0.00
H 1.347 2.052 -4.253  0.00
H -1.182 2.150 -4.466  0.01
S 0.650 -1.915 1.427  0.78
C 0.426 -1.004 2.837  0.10
N 1.144 -1.056 3.985  0.04
C 0.659 -0.180 5.039  0.01
C -0.538 0.493 4.376  0.01
N -0.535 -0.065 3.043  0.03
H 1.869 -1.743 4.127  0.00
H 1.426 0.543 5.332  0.00
H 0.375 -0.754 5.926  0.00
H -0.432 1.580 4.345  0.00
H -1.471 0.261 4.897  0.00
H -1.283 0.091 2.376  0.00

---

This record from the Open Molecules 2025 dataset describes an isolated molecule of C8H11NO at a distorted geometry. The level of theory is ωB97M-V/def2-TZVPD.

The calculation puts the maximum force at 5.92 eV Å⁻¹. For the energy above the lowest of the compared OMol25 structures with the same formula, charge and spin, the calculation gives 109.84 kcal/mol. The value obtained for the HOMO energy is -0.3193 hartree. As for the SMILES: C#C/C=C\[C@H](C)/N=C(\C)O. As for the molar mass: 137.2 g mol⁻¹. The calculated total energy comes out at -12007.6375 eV. The gap between HOMO and LUMO comes out at 9.5 eV.

Last column: Mulliken charge in e.
Positions of all 21 atoms, in Å:
C -2.150 -0.204 1.374  -0.66
C -1.364 -1.153 0.860  -0.83
C -1.922 1.167 1.192  -0.20
C -1.996 2.383 1.333  -0.17
C 0.694 1.334 -0.722  0.81
C -0.075 -0.750 0.123  0.79
C 0.655 1.129 -2.212  -1.09
C 1.098 -1.615 0.659  -1.59
N 0.360 0.618 0.257  -0.58
O 0.924 2.640 -0.390  -0.56
H -3.008 -0.544 1.790  0.47
H -1.517 -2.137 0.792  0.57
H 0.918 2.923 0.545  0.36
H -1.962 3.381 0.990  0.41
H -0.052 -1.116 -0.921  0.19
H 0.948 2.183 -2.671  0.28
H -0.237 0.738 -2.525  0.35
H 1.385 0.324 -2.437  0.30
H 1.931 -1.287 0.199  0.44
H 1.181 -2.695 0.507  0.38
H 1.114 -1.305 1.798  0.33

---

This record from the Open Molecules 2025 dataset describes a 2-piece molecular cluster, CH2Cl2S2 overall at a distorted geometry. The level of theory is ωB97M-V/def2-TZVPD.

The calculation puts the maximum force at 1.77 eV Å⁻¹. For the energy above the lowest of the compared OMol25 structures with the same formula, charge and spin, the calculation gives 8.35 kcal/mol. The value obtained for the HOMO energy (alpha / beta) is -0.2938 / -0.3534 hartree. As for the spin multiplicity: 3. As for the molar mass: 149.1 g mol⁻¹. The calculated total energy comes out at -47781.4048 eV. The gap between HOMO and LUMO (alpha / beta) comes out at 8.5 / 7.1 eV.

Last column: Löwdin spin population.
Positions of all 7 atoms, in Å:
C -0.361 -0.461 0.751  0.59
S 0.175 1.431 -1.531  0.91
S 0.808 -1.613 0.184  0.15
Cl 0.033 0.654 1.939  0.15
Cl -1.950 -0.927 0.471  0.13
H 0.777 2.432 -0.719  0.04
H 0.520 -1.516 -1.094  0.03

---

This record from the Open Molecules 2025 dataset describes an isolated molecule of C2H4N4O. The level of theory is ωB97M-V/def2-TZVPD.

The calculation puts the maximum force at 0.45 eV Å⁻¹. For the energy above the lowest of the compared OMol25 structures with the same formula, charge and spin, the calculation gives 77.88 kcal/mol. The value obtained for the HOMO energy is -0.3350 hartree. As for the molar mass: 100.1 g mol⁻¹. The calculated total energy comes out at -10143.7574 eV. The gap between HOMO and LUMO comes out at 9.9 eV.

Last column: Mulliken charge in e.
Positions of all 11 atoms, in Å:
N 2.100 0.307 -0.089  -0.40
C 0.783 0.174 0.107  0.36
N -0.026 -0.900 -0.437  -0.54
N -0.900 -1.270 0.778  -0.50
C -1.051 -0.003 0.194  1.19
O -2.214 0.397 -0.350  -0.49
N -0.080 0.978 0.649  -0.79
H 2.601 -0.390 -0.615  0.25
H 2.489 1.234 -0.008  0.26
H -1.597 -1.866 0.318  0.29
H -2.105 1.340 -0.546  0.36

---

This record from the Open Molecules 2025 dataset describes C18H21AuN8S as an isolated structure at a distorted geometry. The level of theory is ωB97M-V/def2-TZVPD.

The calculation puts the maximum force at 1.91 eV Å⁻¹. As for the charge: +2. The value obtained for the HOMO energy (alpha / beta) is -0.5483 / -0.5593 hartree. As for the spin multiplicity: 3. As for the molar mass: 578.5 g mol⁻¹. The calculated total energy comes out at -45437.7927 eV. The gap between HOMO and LUMO (alpha / beta) comes out at 7.7 / 5.8 eV.

Last column: Löwdin spin population.
Positions of all 49 atoms, in Å:
Au 1.588 -0.858 1.626  0.51
N 2.236 -5.143 1.080  0.09
C 2.106 -3.834 1.028  0.07
S 2.357 -2.934 2.497  0.20
N 1.843 -3.308 -0.184  0.34
N 1.676 -2.038 -0.265  0.25
C 1.604 -1.343 -1.390  0.13
C 1.811 -1.925 -2.702  0.04
C 1.191 -3.141 -3.044  0.03
C 1.342 -3.651 -4.315  0.00
C 2.158 -3.001 -5.238  0.06
C 2.802 -1.815 -4.899  0.00
C 2.618 -1.265 -3.648  0.04
C 1.347 0.095 -1.229  0.01
C 0.945 0.889 -2.298  0.04
C 0.759 2.251 -2.101  0.00
C 0.979 2.789 -0.846  0.04
C 1.326 1.930 0.191  0.01
N 1.490 0.628 0.006  0.08
H 2.450 -5.601 1.954  0.00
H 2.184 -5.703 0.240  0.00
H 0.556 -3.637 -2.325  0.00
H 0.822 -4.558 -4.593  0.00
H 2.297 -3.425 -6.224  0.00
H 3.455 -1.328 -5.610  0.00
H 3.140 -0.358 -3.371  0.00
H 0.765 0.445 -3.266  0.00
H 0.445 2.882 -2.921  0.00
H 0.868 3.847 -0.656  0.00
H 1.475 2.294 1.199  0.00
C -4.321 2.652 1.629  0.00
C -3.507 2.995 2.875  0.00
C -2.252 3.792 2.528  0.00
C -3.170 1.747 3.724  0.00
N -2.106 0.932 3.143  0.00
C -0.803 0.916 3.431  0.00
N -0.220 0.095 2.582  0.05
N -1.194 -0.377 1.767  0.00
N -2.318 0.120 2.100  0.00
H -4.552 3.560 1.072  0.00
H -5.263 2.172 1.894  0.00
H -3.777 1.979 0.968  0.00
H -4.130 3.612 3.527  0.00
H -1.624 3.248 1.815  0.00
H -1.660 4.023 3.418  0.00
H -2.530 4.736 2.063  0.00
H -4.052 1.117 3.822  0.00
H -2.830 2.046 4.713  0.00
H -0.326 1.452 4.234  0.00

---

This record from the Open Molecules 2025 dataset describes a 2-piece molecular cluster, C8H18N4 overall at a distorted geometry. The level of theory is ωB97M-V/def2-TZVPD.

The calculation puts the maximum force at 4.14 eV Å⁻¹. For the energy above the lowest of the compared OMol25 structures with the same formula, charge and spin, the calculation gives 145.88 kcal/mol. As for the charge: +2. The value obtained for the HOMO energy (alpha / beta) is -0.5899 / -0.5784 hartree. As for the molar mass: 170.3 g mol⁻¹. The calculated total energy comes out at -14525.6204 eV. The gap between HOMO and LUMO (alpha / beta) comes out at 8.6 / 8.0 eV.

Last column: Mulliken charge in e.
Positions of all 30 atoms, in Å:
C 1.683 0.723 2.141  -0.93
C 4.669 -0.638 0.066  -1.06
C -1.660 -0.050 0.015  -0.69
C 1.547 0.690 0.839  0.07
C -0.808 0.942 -0.138  0.33
C 3.418 -0.503 -0.338  0.82
C 2.587 -1.550 -0.982  -1.15
C -4.266 -0.261 0.539  -0.40
N -5.049 -1.278 0.193  -0.43
N 2.673 0.793 -0.095  0.00
N -0.801 2.125 -0.820  -0.43
N -2.989 0.031 -0.552  -0.24
H 2.652 1.027 2.547  0.27
H 0.941 0.894 2.819  0.40
H 5.236 0.169 0.463  0.31
H 5.335 -1.459 -0.346  0.29
H -1.467 -0.896 0.565  0.63
H 2.203 -2.393 -0.234  0.25
H 3.216 -2.106 -1.712  0.41
H 1.719 -1.005 -1.332  0.29
H -4.835 0.660 0.419  0.35
H -3.648 -0.290 1.409  0.36
H -5.948 -1.094 -0.382  0.28
H -4.750 -2.315 0.238  0.28
H 3.488 1.310 0.257  0.40
H 2.324 1.143 -1.005  0.40
H -0.527 2.962 -0.449  0.23
H -0.847 2.193 -1.847  0.26
H -3.039 -0.721 -1.278  0.36
H -3.058 0.898 -1.000  0.35